# 1
55
Properties=species:S:1:pos:R:3:forces:R:3 method="wB97M-V/def2-TZVPD" e_above_lowest_ev=3.173 total_charge=+1 homo_ev="-12.31 / -12.31" gap_ev="6.734 / 6.673" e_lumo_ev="-5.6 / -5.6"
O 0.47089 -0.92470 -2.09543 0.03 -0.40 -1.76
C 0.80549 0.29154 -2.78058 0.16 1.70 0.15
C 0.89505 -0.23163 -4.20419 -0.37 0.33 1.15
H 1.74925 0.69364 -2.42933 -0.14 0.48 0.39
H -0.03978 0.95511 -2.72760 0.16 0.65 0.38
C 0.56855 -1.53250 -3.46471 0.46 -1.63 -0.71
H 1.90448 -0.12617 -4.60101 -0.35 -0.32 -0.32
H 0.12345 0.21264 -4.83322 0.19 -0.35 -0.16
C 1.79228 -2.42986 -3.50996 0.46 -0.31 -0.15
H 2.70613 -1.80466 -3.60810 -0.43 -0.53 0.52
H 1.77781 -3.05213 -4.42411 -0.07 0.19 0.46
H 1.82983 -3.08390 -2.62099 0.13 0.19 -0.41
C -0.67900 -2.25820 -3.89014 -0.04 -0.22 -0.14
H -1.54625 -1.62221 -4.05220 -0.01 0.19 0.31
H -0.91144 -3.04852 -3.18179 -0.18 -0.08 0.17
H -0.49080 -2.74840 -4.84677 0.08 0.03 -0.01
Ce 0.13599 -0.87391 1.98841 -2.25 4.47 1.82
C -2.79801 -1.53614 3.52403 1.38 0.70 -0.23
C -2.21522 -0.23705 3.56737 -0.43 -0.09 -0.80
C -2.11369 0.22476 2.20629 -0.28 -0.71 0.28
H -1.98230 0.37010 4.44597 -0.11 -0.35 -0.36
C -2.52364 -0.83366 1.32416 -0.01 -0.05 0.92
C -2.89948 -1.93297 2.16849 0.31 0.90 -0.47
H -3.28863 -2.88691 1.84800 -0.01 0.00 -0.15
H -3.11405 -2.10690 4.38722 0.21 -0.09 -0.10
H -1.83818 1.21793 1.90651 -0.09 0.40 0.02
H -2.71454 -0.71597 0.25605 0.24 -0.25 0.31
C 1.45584 -2.80497 2.63034 0.29 -0.82 -1.65
C 0.28888 -3.26439 1.90500 1.10 -0.34 -0.38
C 0.41674 -2.83750 0.54324 1.04 -0.19 0.00
H -0.60155 -3.66708 2.37452 0.13 -0.18 -0.19
C 1.66792 -2.10021 0.39621 -0.20 -1.18 0.65
C 2.33901 -2.23085 1.65628 -0.71 -0.45 -0.44
H 3.37458 -2.00506 1.81549 0.12 0.76 0.32
H 1.60599 -2.73264 3.70720 0.03 -0.56 -0.21
H -0.30389 -2.94835 -0.26809 0.05 0.06 0.40
H 1.96929 -1.46113 -0.47912 -0.29 -1.17 0.87
O 0.89086 2.98725 -0.54929 -1.75 -1.03 0.06
C -0.49995 2.59181 -0.53680 0.63 0.02 -0.49
C -1.31380 3.85288 -0.75718 0.33 0.48 1.49
H -0.78439 2.12543 0.44020 0.30 0.30 -0.41
H -0.65876 1.87811 -1.34769 0.10 -0.05 0.40
C -0.45423 4.94840 -0.03164 -0.45 -0.43 -0.08
H -2.27636 3.69043 -0.25660 -0.06 0.42 -0.51
H -1.40252 4.20104 -1.78609 -0.22 -0.70 -0.06
C 0.95979 4.25578 0.07703 -0.42 0.80 -0.10
H -0.84807 5.23444 0.96265 0.28 -0.47 -0.39
H -0.59124 5.85020 -0.63685 0.86 -0.05 0.11
H 1.18322 4.15009 1.14784 0.29 0.01 -0.27
H 1.76993 4.70030 -0.49481 0.02 0.76 0.53
F 1.73662 0.79943 2.43180 -0.92 -0.78 0.73
B 1.22675 1.17769 3.97540 0.69 1.22 -0.48
F 0.15469 2.00611 3.69902 0.53 -0.79 0.24
F 0.78849 -0.09952 4.44401 0.19 0.23 -0.86
F 2.30200 1.72300 4.58554 -1.00 -0.74 -0.36

=====

# 2
74
Properties=species:S:1:pos:R:3:forces:R:3 method="wB97M-V/def2-TZVPD" total_charge=+3 spin_multiplicity=8 homo_ev="-17.65 / -17.65" gap_ev="5.676 / 4.311" e_lumo_ev="-12.0 / -13.3"
C 4.94935 0.37263 0.90591 0.10 0.40 0.10
C 3.39146 0.24471 1.40954 0.02 0.99 0.90
C 2.33153 1.18386 0.52283 0.42 -0.49 1.10
F 2.99564 1.43226 -0.76869 -1.67 -0.48 1.57
C 0.82538 0.46470 0.39146 0.42 3.30 -0.01
C 0.36578 0.14700 1.90044 -0.14 1.15 1.09
C -1.22001 0.47114 2.27388 1.80 -1.88 1.35
O -1.27652 1.83653 2.80989 -2.46 -2.02 0.13
C -2.34753 2.02454 3.79603 0.03 1.34 2.18
C -3.71253 2.75470 3.16262 1.01 2.46 1.04
F -3.25438 3.69853 2.11732 -1.79 -3.13 3.01
F -4.24012 3.60345 4.29558 1.58 -2.99 -3.82
C -4.86117 1.68887 2.68590 -0.92 -2.24 -1.08
F -4.52249 1.28717 1.26983 -0.91 1.46 4.50
F -4.89514 0.41776 3.45912 0.83 4.29 -2.25
C -6.37941 2.33925 2.81026 -3.16 -2.21 -0.34
F -7.28193 1.41670 2.02833 3.10 2.79 2.57
F -6.86422 2.26232 4.22412 2.16 0.52 -4.86
C -6.53757 3.81804 2.12285 -2.25 1.74 -0.08
F -7.79118 4.41839 2.71569 3.88 -2.12 -2.13
F -6.68347 3.71158 0.65023 0.49 0.04 4.74
C -0.19516 1.65025 -0.21101 -0.99 -0.70 -0.04
O 0.22649 2.10256 -1.57955 -0.27 2.89 1.83
C 0.28252 3.56913 -1.65271 2.23 4.51 2.08
C -0.57103 4.27501 -2.90332 1.73 -0.66 -0.29
O 0.97807 4.38699 -0.86010 -4.27 -6.14 -4.38
O 0.88048 -0.54932 -0.61378 -0.29 -2.43 1.39
C 0.86664 -1.93914 -0.20462 3.21 -0.20 -1.31
C 1.74812 -2.76237 -1.36460 2.55 1.43 -0.51
Cl 1.94473 -4.58742 -0.95653 -1.03 1.58 -0.21
C 3.32454 -2.19758 -1.33109 0.64 0.02 -0.04
B 4.24328 -3.16361 -0.31185 2.13 -1.88 0.82
O 4.06477 -3.23006 1.15193 -1.42 -0.70 -2.58
O 5.35722 -4.00077 -0.88285 -3.80 0.51 2.05
O 1.28670 -2.50494 -2.73684 0.28 -2.17 0.87
C 1.71483 -3.54662 -3.68227 0.66 -0.39 -0.82
P 1.69259 -2.69136 -5.43255 0.18 0.32 0.60
N 0.99566 -1.20421 -5.34678 1.57 1.67 0.37
S -0.89942 -2.47439 -0.02767 -5.66 4.94 4.37
O -1.78697 -1.33189 -0.66058 3.68 -4.48 1.77
O -1.18374 -2.64679 1.51610 1.67 0.13 -5.81
C -1.43101 -4.05884 -0.82868 -3.69 -5.23 -1.29
F -2.94326 -4.07011 -0.78481 5.71 0.40 -0.12
F -1.08297 -4.23378 -2.25507 -0.75 0.60 5.10
F -1.04035 -5.23781 0.03299 -0.96 4.41 -3.52
H 5.18955 1.52952 0.83791 -0.33 -2.48 0.21
H 5.69472 -0.14738 1.68081 -1.85 1.20 -1.74
H 5.14749 -0.07967 -0.16465 -0.51 0.82 2.21
H 3.36101 0.72260 2.50298 0.11 -1.15 -2.31
H 3.03169 -0.86118 1.53496 0.76 2.01 -0.50
H 2.12712 2.23458 1.04421 0.74 -2.14 -1.39
H 0.59068 -0.91111 2.33887 -0.52 1.86 -1.11
H 0.96750 0.89962 2.60897 -1.20 -1.66 -1.64
H -1.49538 -0.28072 3.16047 0.17 1.62 -1.85
H -1.97261 0.23288 1.41410 0.84 0.79 1.09
H -2.62272 1.08020 4.42940 0.42 1.45 -1.77
H -1.93278 2.82468 4.58048 -0.80 -1.43 -1.95
H -5.67995 4.58188 2.38640 -1.80 -1.68 -0.75
H -1.29571 1.22517 -0.39794 2.49 0.58 0.50
H -0.29668 2.56830 0.50679 0.60 -1.71 -1.29
H -1.70877 4.41165 -2.66488 2.34 -0.35 -0.36
H -0.00085 5.29486 -3.11801 -1.56 -2.15 0.71
H -0.42163 3.60110 -3.87700 -0.65 1.31 2.12
H 1.45644 -2.17976 0.80589 -1.63 0.53 -2.07
H 3.85367 -2.30744 -2.39272 -1.48 0.08 2.01
H 3.40052 -1.06827 -1.04798 -0.52 -2.02 -0.42
H 3.32127 -3.84615 1.41953 1.35 1.00 -0.33
H 5.33325 -4.88778 -0.37654 0.54 2.14 -0.85
H 2.85542 -3.87514 -3.54950 -2.55 0.54 -0.04
H 1.00061 -4.47017 -3.76211 1.33 1.75 0.52
H 1.02673 -3.52307 -6.42753 0.65 0.48 0.90
H 3.06336 -2.46060 -5.84665 -0.83 -0.84 0.18
H 1.73306 -0.48884 -5.59740 -1.35 -2.06 -1.11
Gd 2.80882 1.03314 -4.88578 -0.40 0.23 1.01

=====

# 3
55
Properties=species:S:1:pos:R:3:forces:R:3 method="wB97M-V/def2-TZVPD" e_above_lowest_ev=2.550 spin_multiplicity=6 homo_ev="-6.27 / -6.28" gap_ev="5.280 / 5.835" e_lumo_ev="-1.0 / -0.4"
O 0.34017 0.25533 0.25767 0.18 -0.58 -0.69
C 1.60242 -0.14827 -0.45146 -0.47 0.11 0.51
C 1.24123 0.71481 -1.63778 -0.25 0.04 0.23
H 1.57932 -1.22145 -0.68275 0.00 0.18 0.22
H 2.45758 0.14403 0.15263 -0.05 -0.10 0.03
C -0.18686 0.84744 -0.99525 0.64 0.32 -0.74
H 1.30619 0.18450 -2.57330 0.06 0.23 -0.13
H 1.80060 1.66197 -1.64266 -0.40 -0.28 -0.01
C -1.33387 -0.02024 -1.47097 -0.62 -0.18 0.17
H -1.05344 -1.08040 -1.54774 -0.20 0.53 0.02
H -1.70874 0.33983 -2.44509 0.18 -0.28 0.62
H -2.17611 0.06793 -0.75746 0.44 0.16 -0.30
C -0.63769 2.28645 -0.92929 -0.22 0.19 0.25
H 0.20266 2.97319 -0.77992 -0.35 -0.13 0.27
H -1.40984 2.40806 -0.15533 0.38 0.23 -0.23
H -1.10089 2.52126 -1.90219 0.16 -0.05 0.28
Sm -0.51447 -0.71631 2.22740 5.33 1.13 0.72
C 0.65600 2.09026 3.57293 0.06 -0.59 -0.77
C 1.85177 1.33698 3.69985 0.20 -0.07 -0.02
C 2.60137 1.47744 2.50193 -0.44 -0.02 0.00
H 2.15015 0.78945 4.60087 -0.04 0.39 -0.60
C 1.85315 2.28972 1.61337 -0.59 0.44 0.83
C 0.64050 2.66694 2.26559 0.52 -0.32 -0.18
H -0.15634 3.29216 1.85449 0.34 -0.10 0.14
H -0.07333 2.24779 4.36174 0.20 0.00 -0.10
H 3.58794 1.05002 2.30533 -0.33 0.14 0.12
H 2.16208 2.62852 0.63157 0.02 -0.09 -0.01
C -2.34245 -0.45088 3.87132 -1.11 0.21 -0.22
C -2.21568 0.79676 3.19308 -1.31 -0.14 0.08
C -2.56207 0.59335 1.82674 -1.31 -0.26 0.43
H -1.93311 1.75245 3.64301 -0.13 -0.63 -0.31
C -2.88756 -0.80067 1.64541 -0.70 0.70 0.71
C -2.75213 -1.44968 2.92523 -0.65 0.89 0.11
H -2.91983 -2.50522 3.15337 0.10 0.40 -0.18
H -2.10970 -0.59310 4.92753 -0.13 -0.12 -0.53
H -2.64794 1.40641 1.10141 0.19 -0.59 0.19
H -3.17608 -1.27008 0.70296 0.07 0.11 0.38
O 0.14302 -1.32096 -3.23209 0.10 0.05 -1.73
C -0.43882 -0.47571 -4.28244 -0.21 0.10 -0.31
C 0.09505 -0.95233 -5.64971 -0.21 -0.20 0.38
H -0.18837 0.61267 -4.16964 0.11 -1.00 0.52
H -1.55226 -0.51525 -4.25159 0.76 -0.31 0.11
C 1.03391 -2.13447 -5.32364 0.15 0.20 0.12
H 0.61723 -0.12949 -6.14378 0.05 -0.23 0.03
H -0.72802 -1.24427 -6.30633 0.09 -0.05 0.13
C 0.86065 -2.42805 -3.81159 -0.07 -0.16 -0.47
H 2.05448 -1.82852 -5.56630 -0.01 -0.21 0.21
H 0.81133 -3.02535 -5.90945 -0.02 0.08 -0.04
H 1.84011 -2.57591 -3.31528 -0.49 0.41 -0.06
H 0.29567 -3.36735 -3.64724 0.05 0.49 -0.10
F 1.03064 -2.25329 3.11497 -0.26 0.08 0.50
B 1.04891 -1.87767 4.60274 0.15 0.99 -0.09
F 0.17973 -0.65617 4.60865 0.48 -1.71 -0.27
F 0.43825 -2.88314 5.28952 0.31 0.30 -0.20
F 2.32346 -1.51151 4.92898 -0.74 -0.68 0.00

=====

# 4
57
Properties=species:S:1:pos:R:3:forces:R:3 method="wB97M-V/def2-TZVPD" homo_ev=-9.33 gap_ev=8.741 e_lumo_ev=-0.6
O 2.79928 3.41660 -1.71201 -8.85 -2.03 -0.44
C 1.51504 3.05886 -1.73073 2.97 0.43 0.42
C 0.59903 2.23720 -0.60364 0.59 1.50 0.77
C -0.63772 1.42211 -1.39774 3.38 0.97 0.03
C -1.90635 2.03000 -0.62362 -0.73 0.61 0.16
C -3.35800 1.33037 -0.75151 -0.45 0.13 1.36
C -4.15934 1.54345 -2.16297 0.29 0.28 -0.62
F -3.39354 2.22134 -3.23214 -1.54 -1.94 2.72
Br -5.74656 2.77695 -1.80068 1.37 -0.87 -0.22
C -4.81660 0.19327 -2.81808 -0.73 0.61 -3.62
F -5.90862 0.68300 -3.74280 3.29 -1.79 2.34
F -3.85533 -0.52122 -3.73933 -2.84 2.14 3.22
Br -5.72229 -1.03537 -1.52679 1.19 1.13 -1.34
C -0.20896 -0.15090 -1.40800 1.35 -4.90 0.05
C 1.36244 -0.60764 -1.42249 -2.62 -2.25 -0.21
C 1.74175 -2.16472 -1.46792 -0.59 0.76 0.03
N 0.90190 -3.39437 -1.46337 -2.74 7.54 0.04
C -0.51174 -2.92970 -1.46377 0.18 0.78 -0.03
C -1.16154 -1.46444 -1.46243 3.53 0.37 0.14
C -0.20381 1.99572 -2.90909 1.77 -1.70 -0.48
O 0.44518 3.33919 -2.74446 1.90 -1.43 1.35
H 0.16070 3.16940 0.00054 0.61 -1.94 -1.46
H 1.16435 1.66266 0.24627 -0.83 0.76 -2.07
H -1.64017 2.07472 0.53913 -0.67 -0.37 -2.57
H -2.02296 3.17606 -0.93876 0.40 -2.54 0.49
H -4.04486 1.86429 0.07111 1.58 -1.19 -1.96
H -3.32586 0.19966 -0.37127 -0.04 2.40 -1.35
H 2.24583 0.18742 -1.43626 -2.12 -1.99 0.06
H 2.91228 -2.40981 -1.51638 -2.89 0.70 0.19
H -1.29346 -3.83513 -1.47502 1.86 2.28 0.01
H -2.32947 -1.34268 -1.50812 2.66 -0.51 0.09
H 0.74457 1.37206 -3.28272 -2.31 0.67 1.06
H -0.93837 1.83476 -3.79922 0.91 1.31 1.95
C 3.51112 5.38340 2.23687 0.12 0.33 0.01
C 2.14726 4.81873 2.60103 0.50 -0.38 -0.24
C 2.26427 3.41892 3.18258 -0.20 -0.14 0.26
O 1.32632 4.77924 1.43655 -0.32 -0.05 -0.20
H 4.00219 4.76356 1.47832 -0.07 -0.07 0.13
H 3.41042 6.38631 1.80819 -0.02 -0.13 0.13
H 4.16156 5.44152 3.11517 -0.04 -0.01 -0.11
H 1.65706 5.47844 3.32526 -0.10 -0.07 -0.25
H 2.71110 2.72931 2.45759 0.11 0.14 0.03
H 1.27419 3.02032 3.42850 0.11 0.11 0.04
H 2.87734 3.41811 4.08923 -0.06 -0.06 -0.11
H 1.75378 4.19559 0.78784 0.09 0.36 0.30
C 1.13236 -7.53118 1.62939 0.19 -0.31 0.08
C 1.23845 -6.16432 2.28664 -0.35 0.01 -0.59
C -0.13237 -5.53899 2.48948 -0.14 0.20 0.29
O 2.03204 -5.30772 1.46934 0.13 0.08 -0.01
H 0.66748 -7.45538 0.63999 -0.08 0.07 0.13
H 2.12721 -7.96386 1.47843 -0.14 0.07 0.10
H 0.54056 -8.21871 2.24172 0.04 0.03 -0.10
H 1.74659 -6.25866 3.25251 0.08 0.14 -0.20
H -0.64218 -5.39245 1.53059 0.06 -0.15 0.03
H -0.03986 -4.55047 2.95199 0.03 -0.17 -0.01
H -0.76212 -6.16677 3.12758 0.01 0.07 -0.08
H 1.58844 -5.21805 0.60948 0.16 0.04 0.28